16
Properties=species:S:1:pos:R:3:forces:R:3 method="wB97M-V/def2-TZVPD" homo_energy_ev="-16.9 / -14.9" relative_energy_kcal_mol=12.1 multiplicity=2 charge=+1 s_squared=0.753
C -0.340 1.557 -0.161 0.4 0.8 -0.1
C 0.099 2.883 -0.745 -0.2 -0.7 0.6
H 0.582 1.295 0.474 0.0 -0.2 0.0
H -1.110 1.629 0.606 -0.2 -0.2 -0.1
H -0.470 0.786 -0.909 -0.1 -0.3 0.1
H -0.766 3.122 -1.417 0.1 0.1 -0.2
H 1.005 2.799 -1.337 -0.1 0.2 -0.3
H 0.155 3.672 -0.008 0.1 0.2 0.1
C 0.765 -2.003 0.465 1.1 0.2 0.2
C -0.641 -2.431 0.346 0.4 0.1 0.0
H 1.446 -2.901 0.563 0.0 0.0 0.0
H 1.253 -1.413 -0.311 -0.4 -0.1 -0.4
H 1.048 -1.543 1.427 -0.2 -0.1 0.3
H -0.921 -2.858 -0.610 -0.1 0.2 -0.3
H -1.192 -1.465 0.487 -0.5 -0.3 -0.1
H -0.913 -3.128 1.130 -0.2 0.2 0.3

***

50
Properties=species:S:1:pos:R:3:forces:R:3 method="wB97M-V/def2-TZVPD" homo_energy_ev="-1.0 / -1.0" relative_energy_kcal_mol=45.3 multiplicity=5 charge=-2 s_squared=6.211
Mn 0.876 1.821 0.476 -0.6 -0.8 0.7
S 3.130 -0.929 2.676 -0.2 0.0 -0.1
As 2.877 1.161 2.344 2.2 -0.6 1.7
S 0.819 1.819 2.789 0.2 0.1 -0.6
S 3.218 1.834 0.281 0.0 0.0 0.2
S 4.250 2.116 3.665 -0.2 0.4 -0.1
O 0.352 5.883 -3.415 0.0 -0.1 -0.6
C 0.584 4.763 -4.077 -0.1 0.6 -0.2
O 0.679 4.747 -5.288 0.1 -0.1 0.0
C 0.707 3.533 -3.276 -0.1 -0.2 0.4
C 0.965 2.271 -3.772 0.0 -0.1 -0.3
N 0.947 1.416 -2.751 0.1 -1.0 0.4
N 0.688 2.029 -1.600 0.3 1.0 -0.5
C 0.561 3.324 -1.889 0.1 -0.5 -0.6
C 0.428 4.249 -0.745 0.1 0.3 1.2
O 0.202 5.453 -0.956 -0.1 0.1 0.0
O 0.576 3.707 0.391 -0.8 2.4 -0.9
H 0.253 5.727 -2.415 0.1 0.1 0.3
H 1.140 1.954 -4.786 0.0 0.0 0.0
H 1.147 0.399 -2.704 -0.2 0.4 0.0
C -1.827 -0.226 2.142 0.0 0.0 0.0
C -2.221 0.834 1.176 0.0 0.0 -0.1
N -1.451 1.698 0.543 -0.3 -0.1 0.2
C -2.290 2.488 -0.208 0.0 0.0 0.0
C -3.578 2.099 -0.039 0.0 0.1 -0.1
N -3.520 1.046 0.846 0.1 0.1 0.0
H -0.976 -0.784 1.768 0.1 0.0 0.1
H -2.660 -0.911 2.318 0.0 0.0 -0.1
H -1.519 0.220 3.085 0.0 0.0 0.0
H -1.919 3.293 -0.817 0.0 0.0 0.0
H -4.502 2.464 -0.450 0.0 0.0 0.0
H -4.296 0.510 1.182 0.0 -0.1 0.1
C 0.401 -6.586 1.973 0.0 0.1 0.0
C 0.351 -5.198 1.388 0.0 0.0 0.0
C -0.789 -4.735 0.739 0.0 -0.1 0.0
C -0.814 -3.471 0.167 0.0 0.1 0.0
C 0.310 -2.667 0.245 -0.2 0.0 -0.2
C 1.454 -3.100 0.897 0.1 0.0 0.0
C 1.463 -4.361 1.469 -0.1 0.0 -0.1
S 0.331 -1.117 -0.622 0.4 -0.6 -0.1
O -1.027 -0.841 -1.047 -0.2 0.1 0.1
O 1.246 -1.354 -1.739 -0.1 0.6 0.0
O 0.867 -0.151 0.367 -0.7 -1.8 -0.8
H -0.592 -7.035 2.010 0.0 0.0 0.0
H 0.808 -6.565 2.985 0.0 0.0 0.0
H 1.042 -7.231 1.368 0.0 0.0 0.0
H -1.663 -5.374 0.668 0.0 0.0 0.0
H -1.690 -3.091 -0.343 0.0 -0.1 0.0
H 2.306 -2.433 0.994 0.0 0.0 0.0
H 2.355 -4.698 1.986 0.0 0.0 0.0

***

14
Properties=species:S:1:pos:R:3:forces:R:3 method="wB97M-V/def2-TZVPD" homo_energy_ev=-8.3 relative_energy_kcal_mol=115.5
C -1.406 0.908 -0.336 0.8 0.0 -0.3
N -1.046 -1.067 0.956 1.7 1.8 -0.3
N -1.079 0.201 0.905 -2.3 -0.8 1.1
N -0.868 -1.690 -0.220 -0.6 -0.6 -0.4
C 2.588 0.581 0.214 -1.8 0.5 -1.0
N 1.813 -0.292 0.719 -1.7 1.8 2.7
H 0.657 0.003 0.920 4.0 -1.1 -2.1
H -1.548 -1.482 -0.944 0.4 -0.2 -0.2
H -0.518 -2.635 -0.103 -0.7 0.1 -0.1
H -1.681 1.941 -0.114 0.2 -0.2 0.3
H -2.236 0.506 -0.921 0.1 -0.4 0.1
H -0.503 0.927 -0.958 -0.1 0.0 -0.3
H 2.240 1.181 -0.654 -0.1 0.5 0.5
H 3.588 0.918 0.537 0.2 -1.4 -0.1

***

23
Properties=species:S:1:pos:R:3:forces:R:3 method="wB97M-V/def2-TZVPD" smiles=CN[C@H](C)CCO.O homo_energy_ev=-8.8 relative_energy_kcal_mol=66.7
C -0.063 2.155 -0.492 0.8 -3.0 0.4
N 0.664 0.844 -0.255 -0.1 -1.1 0.7
C -0.194 -0.451 -0.299 1.3 1.9 0.2
C 0.671 -1.705 -0.498 0.7 1.6 -0.4
C 1.513 -1.554 -1.746 -2.6 0.2 -1.5
O 0.811 -2.227 -2.863 -1.7 1.7 1.6
C -0.879 -0.616 1.038 -2.1 -1.8 2.1
H -0.275 2.436 -1.490 0.8 -0.3 -1.6
H -1.030 2.264 -0.105 -1.6 -0.4 1.5
H 0.559 2.831 -0.036 1.3 2.1 0.8
H 1.218 0.826 0.667 -1.4 0.5 -1.8
H -0.740 -0.267 -1.233 -0.9 -0.3 0.6
H 1.331 -1.622 0.368 0.1 -0.8 0.1
H 0.087 -2.634 -0.564 0.2 0.3 0.4
H 1.623 -0.469 -1.995 0.5 -1.0 0.3
H 2.357 -2.152 -1.718 2.4 -0.3 0.8
H 1.500 -2.647 -3.303 1.5 -1.2 -1.6
H -1.881 -1.216 0.915 2.0 0.6 0.4
H -1.268 0.293 1.554 0.6 -0.3 -0.7
H -0.165 -1.193 1.870 -1.8 1.4 -2.3
H -1.784 1.914 4.086 -0.9 1.5 -1.7
H -1.780 2.631 2.625 -0.2 -0.3 1.0
O -2.272 2.560 3.473 1.2 -1.2 0.7